Entry from the OMol25 dataset: a single C22H21ClN4O molecule (the ωB97M-V functional and the def2-TZVPD basis).

- SMILES string: O=c1c2cccc3c2c(cn1[C@H]1CN2CCC1CC2)NN3c1ccc(Cl)cc1
- Highest occupied orbital energy: -7.005 eV

Last column: natural (NBO) charge in e.
Cartesian coordinates (Å):
O (-2.53, 0.98, 0.16)  -0.653
C (-1.48, 0.40, 0.48)  0.647
C (-1.28, -0.20, 1.85)  -0.109
C (-2.04, 0.10, 2.96)  -0.186
C (-1.77, -0.60, 4.22)  -0.185
C (-0.72, -1.50, 4.33)  -0.279
C (0.12, -1.67, 3.26)  0.222
C (-0.13, -1.00, 2.07)  -0.108
C (0.88, -1.09, 1.05)  0.184
C (0.77, -0.35, -0.16)  -0.101
N (-0.46, 0.35, -0.47)  -0.400
C (-0.58, 1.04, -1.76)  -0.039
C (-1.85, 0.95, -2.62)  -0.232
N (-2.15, 2.30, -3.19)  -0.437
C (-2.52, 3.31, -2.12)  -0.216
C (-1.31, 3.46, -1.20)  -0.423
C (-0.17, 2.55, -1.68)  -0.217
C (0.17, 3.03, -3.12)  -0.439
C (-1.12, 2.86, -4.10)  -0.228
N (1.73, -2.08, 1.70)  -0.452
N (1.25, -2.45, 2.98)  -0.263
C (2.10, -2.84, 4.00)  0.139
C (3.44, -2.37, 4.30)  -0.214
C (4.31, -3.03, 5.16)  -0.209
C (3.78, -4.09, 5.95)  -0.030
Cl (4.70, -5.05, 7.10)  -0.014
C (2.51, -4.54, 5.76)  -0.231
C (1.62, -3.86, 4.88)  -0.208
H (-3.03, 0.74, 2.89)  0.247
H (-2.28, -0.28, 5.14)  0.225
H (-0.60, -2.16, 5.19)  0.228
H (1.44, -0.30, -0.90)  0.199
H (0.17, 0.52, -2.39)  0.199
H (-1.76, 0.26, -3.44)  0.195
H (-2.74, 0.69, -2.17)  0.236
H (-3.31, 3.09, -1.51)  0.211
H (-2.70, 4.23, -2.58)  0.189
H (-0.97, 4.48, -1.23)  0.196
H (-1.59, 3.24, -0.20)  0.220
H (0.68, 2.71, -1.05)  0.219
H (0.56, 4.10, -2.98)  0.204
H (1.07, 2.62, -3.58)  0.205
H (-0.88, 2.28, -4.99)  0.202
H (-1.41, 3.83, -4.56)  0.203
H (2.13, -2.81, 1.14)  0.396
H (3.90, -1.71, 3.68)  0.216
H (5.32, -2.81, 5.25)  0.227
H (2.12, -5.48, 6.34)  0.240
H (0.59, -4.22, 4.83)  0.223

=====

Entry from the OMol25 dataset: a molecular structure, C22H21F5HoN7 (the ωB97M-V functional and the def2-TZVPD basis).

- ⟨S²⟩: 6.004
- Spin multiplicity: 5
- Highest occupied orbital energy (spin up / spin down): -13.990 / -13.990 eV
- Charge: +2

Last column: natural (NBO) charge in e.
Cartesian coordinates (Å):
Ho (-0.50, -0.14, -0.68)  1.756
C (-3.08, 1.91, -0.59)  -0.217
C (-2.64, 1.89, -1.91)  -0.171
C (-1.34, 2.28, -2.22)  -0.246
C (-0.49, 2.71, -1.20)  -0.235
C (-0.91, 2.70, 0.13)  -0.260
C (-2.22, 2.30, 0.43)  -0.135
H (-4.11, 1.66, -0.36)  0.250
H (-3.33, 1.62, -2.70)  0.259
H (-1.03, 2.34, -3.25)  0.250
H (0.47, 3.13, -1.44)  0.251
H (-0.27, 3.10, 0.90)  0.258
H (-2.57, 2.38, 1.45)  0.237
N (-3.10, -1.51, 3.03)  -0.514
C (-2.69, -0.68, 2.09)  0.384
N (-1.45, -0.59, 1.67)  -0.646
C (-0.51, -1.45, 2.25)  0.447
N (0.76, -1.37, 1.98)  -0.342
N (1.09, -0.53, 0.94)  -0.383
C (2.29, -0.12, 0.89)  0.143
C (2.75, 0.64, -0.28)  0.136
C (4.06, 1.07, -0.37)  -0.188
C (4.47, 1.73, -1.52)  -0.115
C (3.55, 1.94, -2.53)  -0.223
C (2.25, 1.49, -2.35)  0.053
N (1.85, 0.84, -1.26)  -0.505
C (-0.93, -2.48, 3.19)  -0.170
C (-0.06, -3.45, 3.69)  -0.127
C (-0.54, -4.39, 4.59)  -0.191
C (-1.88, -4.36, 4.99)  -0.131
C (-2.74, -3.41, 4.50)  -0.251
C (-2.25, -2.48, 3.59)  0.240
H (-4.08, -1.49, 3.29)  0.440
H (-3.44, -0.03, 1.66)  0.211
H (2.98, -0.34, 1.70)  0.230
H (4.74, 0.88, 0.45)  0.251
H (5.49, 2.08, -1.62)  0.256
H (3.83, 2.45, -3.45)  0.256
H (1.51, 1.66, -3.12)  0.202
H (0.97, -3.45, 3.38)  0.248
H (0.13, -5.15, 4.98)  0.244
H (-2.24, -5.10, 5.69)  0.245
H (-3.78, -3.39, 4.80)  0.237
N (0.12, -1.00, -3.01)  -0.693
N (1.03, -1.77, -2.17)  -0.657
H (-0.51, -1.63, -3.51)  0.420
H (0.67, -0.49, -3.69)  0.388
H (1.90, -1.93, -2.66)  0.390
H (0.61, -2.67, -2.01)  0.402
F (-2.49, -0.85, -1.17)  -0.447
C (-2.02, -2.26, -1.51)  0.249
F (-0.97, -2.33, -0.43)  -0.424
C (-3.15, -3.10, -0.94)  0.863
F (-2.83, -4.38, -1.06)  -0.290
F (-3.42, -2.87, 0.36)  -0.338
F (-4.25, -2.83, -1.63)  -0.294

=====

Entry from the OMol25 dataset: 2 unconnected molecules or ions with the total composition C22H21FNO7S3 (the ωB97M-V functional and the def2-TZVPD basis).

- Highest occupied orbital energy: -2.991 eV
- Charge: -1

Last column: natural (NBO) charge in e.
Cartesian coordinates (Å):
C (7.92, -2.85, 5.75)  -0.133
C (7.68, -1.99, 6.81)  -0.226
C (6.63, -1.07, 6.75)  -0.186
C (5.83, -1.04, 5.61)  -0.329
S (4.69, 0.32, 5.33)  2.212
N (3.43, -0.14, 6.53)  -0.462
F (2.95, -1.54, 6.10)  -0.244
S (2.04, 0.97, 6.30)  2.208
C (0.98, 0.22, 7.55)  -0.250
C (-0.08, -0.57, 7.11)  -0.192
C (-1.07, -0.92, 8.02)  -0.209
C (-0.96, -0.53, 9.35)  -0.189
C (0.18, 0.14, 9.80)  -0.210
C (1.17, 0.52, 8.89)  -0.214
O (2.47, 2.24, 6.81)  -0.882
O (1.39, 0.78, 5.03)  -0.863
O (5.31, 1.50, 5.86)  -0.883
O (4.21, 0.19, 3.97)  -0.863
C (6.00, -1.98, 4.59)  -0.168
C (7.05, -2.88, 4.66)  -0.231
H (8.77, -3.54, 5.79)  0.208
H (8.29, -2.02, 7.71)  0.214
H (6.44, -0.38, 7.56)  0.233
H (-0.12, -0.84, 6.07)  0.260
H (-1.91, -1.51, 7.66)  0.229
H (-1.74, -0.79, 10.07)  0.215
H (0.32, 0.39, 10.85)  0.215
H (2.05, 1.06, 9.21)  0.236
H (5.30, -1.96, 3.77)  0.264
H (7.17, -3.60, 3.85)  0.234
C (-3.67, -5.82, 4.82)  -0.618
C (-2.22, -6.16, 4.61)  -0.071
O (-1.36, -5.03, 4.39)  -0.536
C (-0.07, -5.49, 4.26)  0.730
C (0.99, -4.58, 3.77)  -0.917
S (2.11, -5.34, 2.74)  1.277
C (3.31, -6.10, 3.85)  -0.265
C (3.00, -7.25, 4.57)  -0.143
C (3.86, -7.72, 5.57)  -0.242
C (5.03, -7.01, 5.88)  -0.239
C (5.34, -5.88, 5.12)  -0.222
C (4.48, -5.41, 4.13)  -0.221
O (2.80, -4.40, 1.84)  -1.022
O (0.22, -6.65, 4.53)  -0.738
H (-4.11, -6.79, 5.06)  0.200
H (-3.86, -5.16, 5.66)  0.198
H (-4.25, -5.49, 3.95)  0.199
H (-1.87, -6.69, 5.52)  0.188
H (-2.19, -6.87, 3.76)  0.176
H (0.76, -3.57, 3.53)  0.223
H (2.03, -7.71, 4.41)  0.249
H (3.61, -8.62, 6.15)  0.199
H (5.67, -7.31, 6.71)  0.197
H (6.24, -5.32, 5.32)  0.189
H (4.68, -4.47, 3.63)  0.219

=====

Entry from the OMol25 dataset: a molecular structure, C22H21I2N8Rh (the ωB97M-V functional and the def2-TZVPD basis).

- Highest occupied orbital energy (spin up / spin down): -13.355 / -13.350 eV
- Charge: +2

Last column: natural (NBO) charge in e.
Cartesian coordinates (Å):
Rh (-0.25, -0.68, 0.40)  0.831
N (-4.23, -1.71, 2.59)  -0.299
C (-3.17, -0.89, 2.68)  0.219
N (-2.47, -0.97, 1.56)  -0.492
C (-3.16, -1.88, 0.81)  0.253
N (-4.23, -2.33, 1.43)  -0.200
C (-2.69, -2.36, -0.46)  0.123
C (-3.42, -3.35, -1.16)  0.075
N (-2.96, -3.88, -2.26)  -0.323
C (-1.79, -3.49, -2.71)  0.029
C (-1.06, -2.50, -2.05)  0.007
N (-1.52, -1.94, -0.94)  -0.463
H (-4.96, -1.90, 3.28)  0.452
H (-2.95, -0.29, 3.53)  0.239
H (-4.37, -3.69, -0.77)  0.240
H (-1.41, -3.98, -3.60)  0.233
H (-0.10, -2.17, -2.42)  0.197
N (1.85, -0.77, -0.97)  -0.745
C (2.85, 0.22, -0.87)  0.188
C (3.61, 0.53, -2.00)  -0.240
C (4.69, 1.38, -1.92)  -0.177
C (5.02, 1.96, -0.70)  -0.177
C (4.24, 1.71, 0.41)  -0.172
C (3.13, 0.84, 0.37)  -0.106
C (2.30, 0.69, 1.56)  -0.027
C (2.90, 0.88, 2.82)  -0.188
C (2.16, 1.09, 3.96)  -0.198
C (0.77, 1.12, 3.90)  -0.174
C (0.15, 0.84, 2.69)  -0.297
C (0.90, 0.51, 1.56)  -0.067
H (1.75, -1.03, -1.95)  0.400
H (2.12, -1.60, -0.44)  0.415
H (3.38, 0.03, -2.93)  0.211
H (5.28, 1.58, -2.80)  0.240
H (5.88, 2.61, -0.62)  0.240
H (4.48, 2.22, 1.33)  0.232
H (3.98, 0.88, 2.89)  0.231
H (2.67, 1.25, 4.90)  0.239
H (0.19, 1.33, 4.78)  0.229
H (-0.93, 0.82, 2.65)  0.206
I (0.40, -2.98, 1.64)  -0.046
I (2.47, -4.69, 3.46)  0.305
C (-2.19, 2.66, -3.53)  -0.415
N (-1.82, 2.21, -2.21)  -0.291
C (-2.04, 2.86, -1.05)  -0.040
C (-1.52, 2.08, -0.05)  -0.075
N (-0.99, 0.96, -0.61)  -0.435
C (-1.18, 1.07, -1.91)  0.202
H (-2.71, 3.61, -3.45)  0.244
H (-2.84, 1.94, -4.01)  0.230
H (-1.30, 2.80, -4.15)  0.232
H (-2.53, 3.81, -1.00)  0.251
H (-1.51, 2.28, 1.01)  0.241
H (-0.89, 0.34, -2.65)  0.216

=====

| no. | strongest force on any atom (eV Å⁻¹) |
| --- | --- |
| 1 | 5.92 |
| 2 | 1.86 |
| 3 | 4.16 |
| 4 | 2.87 |